Entry 1:
{"formula": "C32H27AuBr2NO2P", "method": "wB97M-V/def2-TZVPD", "e_lumo_ev": [0.0, -0.8], "e_tot_ha": -7065.8503, "largest_force_ev_per_a": 0.2, "homo_ev": [-6.22, -7.16], "s2": 2.038, "spin_multiplicity": 3, "orbital_gap_ev": [6.2, 6.3], "de_lowest_kj_mol": 0.00, "symbols": ["Au", "Br", "C", "C", "C", "Br", "C", "C", "C", "C", "N", "C", "C", "O", "H", "H", "H", "H", "O", "C", "C", "C", "C", "C", "C", "C", "P", "C", "C", "C", "C", "C", "C", "C", "C", "C", "C", "C", "C", "H", "H", "H", "H", "H", "H", "H", "H", "H", "H", "H", "H", "H", "H", "C", "C", "C", "C", "H", "H", "H", "H", "H", "H", "H", "H", "H"], "xyz": [[-0.8377, -0.2112, -0.1363], [-3.4499, 4.0836, 1.5259], [-1.6927, 3.9794, 0.8422], [-0.9452, 5.1539, 0.7209], [0.3291, 5.1342, 0.2226], [1.2936, 6.7616, 0.0775], [0.9136, 3.9139, -0.1868], [2.2049, 3.7865, -0.7413], [2.6657, 2.5585, -1.1309], [1.8389, 1.4390, -0.9583], [0.6395, 1.5255, -0.4294], [0.1501, 2.7299, -0.0471], [-1.1981, 2.7250, 0.4818], [-1.8649, 1.6380, 0.5899], [-1.3933, 6.0893, 1.0268], [2.8144, 4.6716, -0.8617], [3.6468, 2.4364, -1.5679], [2.1739, 0.4531, -1.2584], [1.5233, 0.2164, 2.7814], [2.0801, -0.3411, 1.9357], [2.8481, -0.9836, 1.0248], [4.2550, -0.6848, 0.9738], [5.0393, -1.2970, 0.0360], [4.5035, -2.2234, -0.8737], [3.1414, -2.5131, -0.8376], [2.2915, -1.9090, 0.0698], [0.5039, -2.1362, 0.1305], [0.1115, -3.3121, -1.1836], [-0.3255, -4.6063, -0.9246], [-0.6862, -5.4396, -1.9762], [-0.6103, -4.9865, -3.2831], [-0.1820, -3.6909, -3.5453], [0.1657, -2.8536, -2.5004], [0.2530, -2.9911, 1.7094], [1.1061, -4.0241, 2.1002], [0.9300, -4.6434, 3.3257], [-0.0925, -4.2300, 4.1720], [-0.9310, -3.1927, 3.7958], [-0.7569, -2.5685, 2.5680], [4.6720, 0.0275, 1.6722], [6.0946, -1.0589, 0.0034], [5.1371, -2.7044, -1.6049], [2.7296, -3.2180, -1.5491], [-0.3949, -4.9665, 0.0930], [-1.0320, -6.4436, -1.7673], [-0.8960, -5.6372, -4.0992], [-0.1343, -3.3280, -4.5637], [0.4679, -1.8322, -2.7060], [1.9132, -4.3360, 1.4469], [1.5935, -5.4444, 3.6248], [-0.2250, -4.7112, 5.1323], [-1.7166, -2.8568, 4.4596], [-1.3955, -1.7416, 2.2835], [-5.0946, -1.4639, -0.4679], [-3.8652, -0.5526, -0.4666], [-3.8793, 0.3563, -1.6913], [-2.5995, -1.3943, -0.4135], [-6.0176, -0.8805, -0.4926], [-5.1200, -2.0995, 0.4196], [-5.0860, -2.1160, -1.3462], [-3.9036, 0.0808, 0.4246], [-3.8198, -0.2382, -2.6085], [-3.0380, 1.0503, -1.6722], [-4.7975, 0.9455, -1.7321], [-2.4593, -1.9459, -1.3500], [-2.6492, -2.1288, 0.3947]], "forces_ev_per_angstrom": [[0.023, -0.021, 0.112], [0.010, -0.012, -0.005], [0.009, -0.073, 0.003], [0.065, 0.042, -0.018], [-0.055, -0.048, 0.012], [-0.005, 0.002, 0.004], [-0.019, 0.057, 0.026], [0.038, -0.079, -0.033], [-0.038, 0.073, 0.038], [0.004, 0.015, -0.002], [0.063, -0.084, -0.138], [-0.036, 0.077, 0.025], [-0.006, 0.088, 0.024], [-0.047, -0.059, -0.013], [0.013, 0.005, -0.003], [0.008, -0.003, 0.001], [0.004, 0.002, 0.000], [0.001, -0.009, -0.004], [-0.015, -0.038, 0.009], [-0.025, 0.168, 0.110], [0.142, -0.064, -0.094], [-0.069, 0.014, 0.022], [-0.004, -0.022, -0.029], [0.056, 0.036, 0.006], [-0.111, 0.042, 0.062], [0.069, -0.133, -0.081], [-0.070, 0.141, -0.061], [-0.046, -0.072, 0.033], [0.042, 0.000, -0.061], [-0.003, -0.013, 0.020], [-0.013, -0.021, -0.005], [0.007, 0.014, -0.022], [0.012, 0.004, -0.007], [0.024, 0.006, 0.023], [-0.010, -0.017, 0.023], [0.004, -0.015, 0.005], [0.012, -0.002, 0.001], [-0.019, 0.014, 0.003], [-0.003, -0.033, 0.032], [0.002, -0.007, 0.009], [0.004, -0.009, -0.005], [0.016, 0.009, 0.008], [-0.014, -0.002, 0.004], [-0.006, 0.007, 0.010], [-0.001, 0.001, -0.009], [0.004, 0.001, 0.000], [-0.004, -0.006, 0.000], [-0.005, 0.006, 0.017], [-0.001, 0.009, -0.006], [-0.002, 0.002, 0.005], [-0.003, -0.001, -0.001], [0.005, -0.008, 0.006], [-0.009, 0.006, -0.016], [-0.005, -0.029, 0.002], [0.018, 0.057, 0.000], [-0.006, 0.016, 0.010], [-0.026, -0.066, -0.054], [0.002, 0.009, 0.002], [0.002, 0.002, 0.000], [-0.003, 0.000, -0.001], [-0.005, 0.008, -0.011], [0.005, -0.010, 0.000], [-0.011, -0.001, -0.004], [0.003, 0.002, 0.001], [0.022, 0.024, 0.004], [0.009, 0.001, 0.010]]}

Entry 2:
{"formula": "C23H23MnN8O3S", "method": "wB97M-V/def2-TZVPD", "e_lumo_ev": [-9.4, -12.0], "e_tot_ha": -3102.1855, "largest_force_ev_per_a": 0.6, "homo_ev": [-17.07, -17.09], "s2": 3.824, "charge": 3, "spin_multiplicity": 4, "orbital_gap_ev": [7.6, 5.1], "de_lowest_kj_mol": 6.59, "symbols": ["Mn", "O", "C", "C", "C", "C", "N", "C", "C", "C", "C", "C", "C", "O", "C", "C", "N", "H", "H", "H", "H", "H", "H", "H", "H", "H", "H", "H", "H", "C", "C", "N", "C", "C", "N", "C", "N", "N", "N", "C", "C", "C", "C", "C", "C", "H", "H", "H", "H", "H", "H", "H", "H", "H", "H", "H", "O", "S", "N"], "xyz": [[-0.9206, 2.1865, -0.3398], [-1.4291, 1.4322, 6.3153], [-2.5057, 1.0173, 5.5177], [-2.1420, 1.2582, 4.0801], [-3.0650, 1.0279, 3.0604], [-2.7007, 1.2557, 1.7534], [-1.4731, 1.6990, 1.4397], [-0.5694, 1.9430, 2.4128], [-0.8729, 1.7215, 3.7392], [0.7259, 2.4573, 1.9157], [1.7587, 2.8762, 2.7245], [2.9192, 3.3774, 2.1380], [4.0464, 3.8828, 2.9915], [3.7973, 3.4968, 4.3178], [2.9958, 3.4225, 0.7481], [1.9253, 2.9919, -0.0014], [0.8071, 2.5140, 0.5673], [-1.6447, 1.3213, 7.2483], [-3.4277, 1.5668, 5.7384], [-2.7209, -0.0520, 5.6368], [-4.0680, 0.6842, 3.2774], [-3.3885, 1.1116, 0.9306], [-0.1517, 1.9142, 4.5192], [1.6878, 2.8317, 3.8010], [4.0784, 4.9740, 2.8773], [4.9908, 3.4828, 2.6072], [4.4837, 3.8476, 4.8966], [3.8782, 3.7998, 0.2482], [1.9472, 3.0248, -1.0836], [-0.6141, -1.4939, 0.3243], [-0.7703, -0.8618, -1.0119], [-0.7285, 0.4385, -1.2706], [-0.9458, 0.5991, -2.6351], [-1.1457, -0.6072, -3.1980], [-1.0044, -1.5292, -2.1662], [-1.3414, -2.9429, -2.2752], [-0.7793, -3.5552, -3.4681], [-1.6787, -3.6513, -4.5768], [-1.1097, -4.2369, -5.5154], [0.1893, -4.5748, -5.1136], [1.1527, -5.2568, -5.7837], [2.3888, -5.4877, -5.0698], [2.5851, -5.0429, -3.7524], [1.6044, -4.3576, -3.0800], [0.3767, -4.1223, -3.7890], [-0.3091, -0.7395, 1.0451], [0.1522, -2.2698, 0.3140], [-1.5495, -1.9404, 0.6668], [-0.9723, 1.5702, -3.1031], [-1.3853, -0.8989, -4.2064], [-2.4188, -3.0505, -2.3966], [-1.0215, -3.4792, -1.3857], [1.0100, -5.6173, -6.7947], [3.1752, -6.0266, -5.5831], [3.5235, -5.2499, -3.2569], [1.7528, -4.0251, -2.0619], [-3.8779, 3.6814, -2.5711], [-3.0653, 4.2972, -1.5636], [-2.1549, 3.3642, -0.7986]], "forces_ev_per_angstrom": [[0.352, -0.268, 0.357], [-0.028, -0.035, 0.035], [0.087, 0.038, -0.073], [-0.001, -0.002, 0.098], [-0.045, -0.042, -0.085], [0.038, 0.023, 0.104], [0.034, 0.015, -0.143], [0.059, -0.006, 0.039], [-0.015, 0.031, -0.032], [-0.050, -0.036, 0.037], [-0.011, -0.056, -0.032], [0.068, 0.037, 0.059], [-0.093, -0.039, -0.011], [0.053, 0.028, -0.004], [0.000, 0.038, -0.046], [-0.018, -0.050, 0.030], [-0.085, 0.015, 0.015], [0.006, 0.009, -0.029], [-0.007, 0.009, 0.004], [-0.031, -0.003, 0.012], [0.007, 0.001, 0.021], [-0.004, -0.007, -0.005], [-0.018, -0.011, 0.023], [0.012, 0.016, 0.003], [0.035, 0.006, -0.003], [0.006, -0.016, 0.008], [-0.032, -0.006, -0.006], [-0.004, 0.004, 0.005], [0.004, 0.004, -0.010], [0.017, 0.016, 0.015], [0.022, -0.049, 0.029], [-0.111, 0.282, -0.145], [-0.125, 0.007, -0.124], [0.113, -0.146, 0.159], [-0.063, 0.065, -0.012], [0.069, -0.119, -0.135], [-0.055, 0.120, 0.099], [0.027, -0.044, -0.261], [-0.009, 0.151, 0.241], [-0.098, -0.099, -0.214], [0.462, -0.088, 0.198], [-0.381, -0.003, -0.437], [-0.076, 0.112, 0.192], [-0.071, -0.031, -0.143], [0.089, -0.021, 0.338], [-0.008, -0.009, 0.002], [-0.003, -0.002, -0.014], [-0.001, 0.006, 0.000], [-0.023, -0.014, -0.037], [0.026, 0.019, -0.007], [-0.016, -0.029, 0.074], [0.080, 0.042, 0.007], [0.010, -0.013, 0.007], [0.032, -0.001, 0.057], [0.018, -0.021, -0.040], [-0.041, 0.022, -0.002], [0.023, -0.103, 0.002], [-0.202, 0.394, -0.044], [-0.022, -0.143, -0.176]]}